A molecular structure, C5H11NO2 in a non-equilibrium geometry. Source: OMol25; level of theory: the ωB97M-V functional and the def2-TZVPD basis.

Geometry as XYZ:
```
19
Properties=species:S:1:pos:R:3:forces:R:3
C 1.53632 0.72937 0.58886 -0.3 -0.1 -0.5
C 0.90077 -0.56294 1.04363 0.5 0.1 1.8
N 1.69449 -1.66640 0.95053 -0.5 0.2 -0.2
O -0.00892 -0.56438 1.93833 0.3 -0.3 -0.9
H 1.30177 -2.53823 1.27097 0.0 0.1 0.0
H 2.37814 -1.71813 0.21527 0.0 0.0 0.0
H 0.81722 1.53999 0.66406 0.0 0.0 0.1
H 2.39975 0.94153 1.22509 -0.1 -0.1 0.0
H 1.86037 0.65680 -0.44705 0.1 0.0 0.0
C -1.60664 1.37783 -1.41162 -0.2 -0.1 0.0
C -1.45918 0.20490 -0.47875 1.3 -0.2 -0.1
C -0.68581 -0.88725 -0.79952 -0.9 0.2 -0.4
O -1.93200 0.38177 0.72365 0.6 -0.8 1.3
H -1.12581 -0.14876 1.46787 -1.0 1.0 -1.2
H -1.12052 1.20295 -2.37106 0.0 0.0 0.1
H -2.67150 1.55095 -1.58406 0.0 0.1 0.0
H -1.19823 2.28157 -0.95326 0.0 0.0 0.0
H -0.83593 -1.81094 -0.26128 0.2 0.0 0.2
H -0.24430 -0.97065 -1.78167 0.0 0.1 -0.1
```
Positions in Å, forces in eV/Å.

LUMO energy ... 0.7 eV



A molecular structure, C42H43ClP2V in a non-equilibrium geometry. Source: OMol25; level of theory: the ωB97M-V functional and the def2-TZVPD basis.

Geometry as XYZ:
```
89
Properties=species:S:1:pos:R:3:forces:R:3
V 2.09005 2.14496 -2.20275 0.1 2.0 4.8
C 4.45564 3.39205 -3.00515 1.4 1.4 0.9
C 4.10664 3.81237 -1.74453 1.5 0.3 -1.1
C 3.43857 5.10059 -1.44552 -0.7 1.0 0.3
C 2.31827 5.47981 -2.42037 -0.5 0.2 0.3
C 1.50897 4.21602 -2.65617 -0.9 -0.3 -2.5
C 1.84833 3.36111 -3.73938 -0.5 1.8 -0.6
C 2.83497 3.77239 -4.82867 -0.3 -0.3 -0.4
C 4.25823 4.07274 -4.31717 -0.3 -0.2 -0.5
C -1.06710 0.70623 -0.13113 0.2 0.9 -0.2
H 5.17172 2.57857 -3.14231 -0.4 0.1 0.7
H 4.64796 3.37277 -0.90248 -0.4 0.0 -0.3
H 4.12122 5.95907 -1.42830 0.3 -0.4 0.3
H 2.99696 5.00093 -0.44343 0.2 0.3 -0.2
H 1.64568 6.21571 -1.93571 0.5 -0.3 -0.2
H 2.71152 6.01616 -3.33140 -0.5 -1.0 0.7
H 0.44312 4.23479 -2.38547 0.8 -0.1 0.1
H 1.12699 2.52951 -4.02841 -0.1 0.7 0.0
H 2.48111 4.67008 -5.36222 -0.2 -0.5 0.1
H 2.90361 2.94646 -5.54084 -0.2 0.2 -0.2
H 4.98517 3.60867 -5.00465 -0.3 0.4 0.1
H 4.42153 5.15755 -4.36938 0.1 -0.3 0.6
H -0.10356 0.64443 -0.61959 0.3 -1.2 0.2
H -1.75499 -0.05934 -0.40356 -0.4 -0.7 -0.4
H -0.92660 0.66832 0.95698 0.0 0.5 -0.4
P 1.89711 1.95021 0.48470 -0.8 -1.0 -1.9
P -1.51470 2.27695 -0.90259 -0.1 -1.0 1.1
C 0.95035 3.41584 0.34983 -1.6 -0.3 -0.8
C -0.28591 3.47796 -0.30937 0.5 0.2 0.0
C 2.91952 1.99741 1.94288 0.8 0.1 -0.2
C 3.57103 3.17762 2.30051 0.0 -0.1 0.2
C 4.24686 3.23005 3.50627 0.1 -0.4 0.2
C 4.26258 2.10937 4.34553 0.0 -0.1 0.2
C 3.69154 0.89408 3.95048 0.2 0.4 -0.4
C 3.07304 0.81969 2.70819 -0.1 0.7 -0.3
C 3.76446 1.33946 -1.70470 -1.9 -1.9 -1.6
C 3.47441 0.95850 -3.05559 3.0 -3.5 1.4
C 4.15380 -0.12616 -3.63548 -0.2 0.8 1.8
C 5.13680 -0.75176 -2.86340 -0.3 0.4 0.4
C 5.36137 -0.34913 -1.54536 0.1 0.7 0.5
C 4.64304 0.68217 -0.88159 0.1 0.0 -0.9
C -3.10199 2.81664 -0.27133 -0.1 0.1 -0.3
C -3.16530 3.01952 1.12059 0.0 0.1 0.0
C -4.24667 3.73553 1.64736 0.1 -0.4 -0.3
C -5.27552 4.16836 0.78768 0.2 0.3 0.1
C -5.26001 3.81582 -0.57359 0.0 -0.1 0.4
C -4.18390 3.11398 -1.12223 0.2 0.1 0.4
C -1.59878 1.92217 -2.71855 0.0 0.3 -0.3
C -1.64164 0.59738 -3.19558 0.2 -0.5 0.4
C -1.69426 0.32509 -4.56177 -0.2 0.1 -0.7
C -1.77353 1.34788 -5.51521 0.0 0.6 0.5
C -1.77031 2.67383 -5.05320 0.0 0.0 0.5
C -1.68616 2.95898 -3.67536 0.3 -0.5 -0.1
H 1.37799 4.35662 0.68367 -0.4 0.1 0.3
H -0.74482 4.46349 -0.41689 0.3 0.0 0.0
H 3.56846 4.02361 1.61114 -0.1 -0.1 0.3
H 4.77627 4.12618 3.78433 0.0 0.1 0.2
H 4.74931 2.16723 5.31991 -0.1 0.0 -0.3
H 3.74760 0.00864 4.57482 0.1 0.2 0.0
H 2.74788 -0.13034 2.29774 -0.2 0.1 0.3
H 2.87065 1.58554 -3.68613 -0.2 0.1 -1.2
H 3.86614 -0.52632 -4.55997 -0.1 -0.2 -1.4
H 5.71259 -1.57622 -3.27167 -0.1 0.1 0.1
H 6.13970 -0.83037 -0.99576 0.3 -0.5 0.3
H 4.69509 0.97800 0.19047 0.4 -0.5 -0.9
H -2.37476 2.58301 1.77266 -0.6 0.7 -0.5
H -4.27237 3.93352 2.72267 -0.1 0.0 -0.4
H -6.08503 4.81034 1.19890 0.6 -0.7 -0.4
H -6.09644 4.08841 -1.20731 0.1 0.0 0.1
H -4.18568 2.75854 -2.16893 0.0 0.6 0.6
H -1.62838 -0.26672 -2.51304 0.1 0.5 -0.4
H -1.70769 -0.69699 -4.93433 0.0 0.1 0.4
H -1.86056 1.15834 -6.59875 0.1 -0.1 0.8
H -1.84618 3.49505 -5.76547 0.0 -0.2 0.2
H -1.64169 3.98395 -3.32615 -0.2 0.1 -0.2
Cl 0.08778 -2.98695 -2.63956 0.2 -0.2 0.0
C 0.19425 -2.96552 -0.91130 0.0 0.7 1.1
C -0.56788 -3.84135 -0.16221 0.1 0.1 0.1
C -0.66626 -3.72992 1.23616 0.6 -0.1 -0.8
C -0.00823 -2.69169 1.87608 0.0 0.7 0.6
C 0.75106 -1.78656 1.15208 0.3 -0.3 -0.2
C 1.00380 -1.96028 -0.25281 -1.9 -0.6 0.4
C 1.91363 -1.17593 -0.93088 1.1 -0.4 0.1
H -1.07987 -4.63410 -0.67042 -0.3 -0.2 -0.2
H -1.21842 -4.46401 1.79389 -0.2 -0.1 0.1
H -0.10482 -2.56648 2.96424 0.0 0.0 -0.6
H 1.16050 -0.90327 1.65620 0.0 -0.5 -0.3
H 2.78828 -0.89432 -0.37018 -0.1 0.7 0.2
H 2.11919 -1.36991 -1.95939 -0.1 0.0 -0.7
```
Positions in Å, forces in eV/Å.

Spin multiplicity ... 2
LUMO energy (alpha / beta) ... -6.7 / -6.6 eV
Total charge ... +2



A molecular structure, C9H7Cl5N3O4Os in a non-equilibrium geometry. Source: OMol25; level of theory: the ωB97M-V functional and the def2-TZVPD basis.

Geometry as XYZ:
```
29
Properties=species:S:1:pos:R:3:forces:R:3
Os 0.80535 0.70702 -0.06235 -0.2 1.1 -0.3
N 1.01005 0.07909 1.85303 0.1 -0.5 0.3
N 0.81997 1.16957 2.74202 0.0 0.1 -0.1
C 0.66954 2.42000 2.16896 -0.1 0.1 -0.9
O 0.64296 3.45170 2.74094 0.0 0.0 0.3
O 0.52858 2.34058 0.77916 0.2 0.3 1.0
H 0.31186 -0.63678 2.05659 0.1 -0.1 0.1
H 1.95128 -0.30610 1.96899 0.0 0.0 0.0
H 1.31570 1.11751 3.61990 -0.1 0.0 0.1
N 1.21736 -1.06055 -1.28686 0.0 -0.3 -0.3
C 2.55165 -1.64116 -0.99484 -0.3 0.0 -0.1
C 3.47304 -0.49866 -0.63355 -0.2 0.6 0.5
O 4.65365 -0.48774 -0.75428 0.1 -0.1 -0.1
O 2.76619 0.50682 -0.05909 0.2 -0.5 -0.4
H 0.49602 -1.77114 -1.20214 0.0 0.0 0.0
H 1.20153 -0.76856 -2.26338 -0.1 0.0 0.0
H 2.94547 -2.21652 -1.82761 0.0 0.0 0.0
H 2.44921 -2.29448 -0.12832 0.1 0.0 0.0
Cl -1.10498 -2.20696 1.02387 0.0 0.1 -0.1
C -1.85696 -0.94869 0.08372 0.0 0.1 0.0
C -1.08516 0.09457 -0.41964 0.1 -0.3 0.0
C -1.68789 1.01011 -1.27370 0.1 0.0 0.1
Cl -0.62261 2.21607 -1.97406 0.2 -0.6 0.1
C -3.04536 1.00001 -1.54031 -0.1 0.0 -0.1
Cl -3.74058 2.19546 -2.53885 0.0 0.0 0.0
C -3.81091 -0.03374 -0.99196 0.0 0.0 0.0
Cl -5.48044 -0.10545 -1.31720 0.0 0.0 0.0
C -3.21486 -1.02535 -0.19336 -0.1 0.0 -0.1
Cl -4.15962 -2.30663 0.42430 0.0 0.0 0.0
```
Positions in Å, forces in eV/Å.

LUMO energy (alpha / beta) ... -5.7 / -5.7 eV
Total charge ... +1



A molecular structure, C36H57BaBrN4O8P2. Source: OMol25; level of theory: the ωB97M-V functional and the def2-TZVPD basis.

Geometry as XYZ:
```
109
Properties=species:S:1:pos:R:3:forces:R:3
Ba 0.57995 0.15880 0.33968 0.0 -0.7 0.1
C -2.32096 1.38535 1.27132 0.0 0.0 0.0
C -2.15585 2.10325 0.08857 0.0 0.0 0.0
C -3.03420 1.90130 -0.97023 0.1 0.0 0.0
C -4.07653 0.99454 -0.84054 0.0 0.0 -0.1
C -4.23762 0.27821 0.33754 0.0 0.0 0.0
C -3.35985 0.47043 1.39504 0.1 0.0 0.0
H -1.65097 1.56574 2.10806 -0.1 0.0 0.0
H -1.36296 2.84048 0.01160 0.0 0.0 0.0
H -2.92401 2.47105 -1.88491 0.0 0.0 0.0
H -4.77563 0.85755 -1.65603 0.0 0.0 0.0
H -5.05681 -0.42216 0.43701 0.0 0.0 0.0
H -3.48868 -0.08044 2.31797 0.0 0.0 0.0
C -1.73905 -1.19073 -2.29679 0.0 0.0 0.0
O -1.49332 -1.39558 -0.90622 0.1 0.0 0.0
C -2.20800 -2.39732 -0.29220 0.0 0.0 0.1
C -3.22961 -3.10102 -0.89626 0.0 0.0 0.0
C -3.89752 -4.08990 -0.17614 0.1 0.1 0.0
Br -5.29748 -5.03607 -1.00420 0.0 0.0 0.0
C -3.54578 -4.37864 1.12230 0.0 0.0 0.0
C -2.50656 -3.67377 1.73580 0.0 0.0 0.0
C -1.83883 -2.67421 1.02820 0.0 0.0 0.0
O -0.83157 -1.95654 1.57811 0.3 0.3 -0.2
C -2.06953 -3.94518 3.10418 -0.1 0.0 0.2
N -1.07797 -3.28955 3.67496 0.0 -0.1 -0.1
C -0.94332 -3.82147 4.94795 0.0 0.0 0.1
C -0.04807 -3.50885 5.97054 -0.1 0.0 0.0
C -0.16002 -4.21554 7.14871 0.0 0.0 0.0
C -1.13565 -5.21224 7.31811 0.0 0.0 0.0
C -2.02778 -5.53265 6.31644 0.0 0.0 0.0
C -1.90824 -4.81552 5.13053 0.0 0.0 0.0
N -2.61506 -4.86384 3.94038 0.1 0.0 -0.1
H -1.53963 -2.10115 -2.86558 0.0 0.0 0.0
H -1.06002 -0.40270 -2.62041 0.0 0.0 0.0
H -2.76338 -0.86187 -2.46896 0.0 0.0 0.0
H -3.52726 -2.89916 -1.91425 0.0 0.0 0.0
H -4.07748 -5.15610 1.65299 0.0 0.0 0.0
H -0.68598 -2.32649 2.52438 -0.1 0.0 0.1
H 0.70113 -2.73886 5.84377 0.0 0.0 0.0
H 0.51480 -4.00086 7.96595 0.0 0.0 0.0
H -1.18735 -5.74001 8.26045 0.0 0.0 0.0
H -2.77706 -6.30022 6.45332 0.0 0.0 0.0
H -3.38491 -5.47610 3.73393 0.0 0.0 0.0
N 2.56462 -1.18972 2.00891 -0.2 0.2 -0.1
C 2.70404 -2.65434 2.15126 0.0 0.0 0.0
C 2.99240 -3.35794 0.83303 0.0 0.0 0.0
C 1.83552 -3.47532 -0.15438 0.0 0.0 0.0
N 1.65148 -2.25638 -0.97350 -0.1 0.2 0.1
H 3.43361 -0.80222 1.64683 0.0 -0.1 0.0
H 2.46003 -0.77750 2.93194 0.0 0.0 0.0
H 1.77274 -3.03939 2.57447 0.0 0.0 0.0
H 3.50195 -2.90076 2.85692 0.0 0.0 0.0
H 3.31552 -4.37116 1.07931 0.0 0.0 0.0
H 3.85484 -2.89146 0.34165 0.0 0.0 0.0
H 0.90445 -3.65986 0.38656 0.0 0.0 0.0
H 2.01365 -4.34419 -0.79312 0.0 0.0 0.0
H 0.94142 -2.45331 -1.67342 0.0 0.0 0.0
H 2.50348 -2.07882 -1.49880 0.0 0.0 0.0
C 0.58837 5.40438 -2.20788 0.0 0.1 0.0
C 0.05565 4.02663 -2.52449 0.1 0.0 0.1
C 0.13392 3.65541 -3.98675 0.0 0.0 0.0
O 0.73348 2.99064 -1.71658 0.0 -0.1 0.0
P 2.25792 2.75222 -1.42650 0.1 0.0 0.1
O 2.47631 1.30907 -1.13632 -0.1 0.1 0.0
C 2.70368 3.75449 0.01530 -0.1 0.0 -0.1
P 1.71892 3.51068 1.51599 0.0 -0.1 0.0
O 1.61942 2.06408 1.86847 -0.1 0.1 -0.2
O 2.36803 4.40492 2.62106 0.0 0.1 0.0
C 3.51287 3.96345 3.44164 0.0 0.0 0.0
C 2.97991 3.51266 4.78058 0.0 0.0 0.0
C 4.46230 5.13429 3.52180 0.0 0.0 0.0
O 0.34218 4.16981 1.17636 0.2 0.1 0.0
C -0.49679 5.12222 1.94338 0.0 -0.1 0.0
C -0.80455 4.56407 3.31386 0.0 0.0 0.0
C 0.13609 6.49239 1.95695 0.0 0.1 0.0
O 3.03107 3.33879 -2.64680 -0.1 0.0 0.0
C 4.45253 3.03439 -2.93378 0.0 0.0 0.0
C 5.19526 4.34848 -2.93385 0.0 0.0 0.0
C 4.49504 2.30638 -4.25425 0.0 0.0 0.0
H -0.01887 6.14487 -2.72898 0.0 0.0 0.0
H 1.61804 5.52629 -2.54714 0.0 0.0 0.0
H 0.52487 5.60993 -1.13947 0.0 0.0 0.0
H -0.97194 3.94235 -2.17097 0.0 0.0 0.0
H 1.15439 3.73003 -4.35891 0.0 0.0 0.0
H -0.49099 4.33781 -4.56364 0.0 0.0 0.0
H -0.23233 2.64188 -4.15023 0.0 0.0 0.0
H 2.65281 4.81290 -0.24982 0.0 0.0 0.0
H 3.74228 3.51088 0.25991 0.0 0.0 0.0
H 3.97816 3.12332 2.91818 0.0 0.0 0.0
H 2.48303 4.33869 5.29066 0.0 0.0 0.0
H 3.80407 3.17490 5.40910 0.0 0.0 0.0
H 2.27393 2.69096 4.66123 0.0 0.0 0.0
H 3.97909 5.98465 4.00328 0.0 0.0 0.0
H 4.79919 5.43830 2.53089 0.0 0.0 0.0
H 5.33736 4.86243 4.11167 0.0 0.0 0.0
H -1.40394 5.13810 1.33904 0.0 0.0 0.0
H 0.08701 4.52465 3.93920 0.0 0.0 0.0
H -1.23600 3.56644 3.23562 0.0 0.0 0.0
H -1.53396 5.20779 3.80567 0.0 0.0 0.0
H 1.04413 6.51483 2.55699 0.0 0.0 0.0
H -0.57374 7.19727 2.39144 0.0 0.0 0.0
H 0.36374 6.83342 0.94711 0.0 0.0 0.0
H 4.80593 2.38218 -2.13124 0.0 0.0 0.0
H 4.80393 5.00936 -3.70753 0.0 0.0 0.0
H 6.25163 4.17571 -3.13932 0.0 0.0 0.0
H 5.11760 4.85250 -1.96985 0.0 0.0 0.0
H 4.09421 2.93556 -5.04955 0.0 0.0 0.0
H 3.92052 1.38179 -4.20911 0.0 0.0 0.0
H 5.52643 2.05846 -4.50472 0.0 0.0 0.0
```
Positions in Å, forces in eV/Å.

LUMO energy ... -4.0 eV
Total charge ... +2



A molecular structure, C4H7NO in a non-equilibrium geometry. Source: OMol25; level of theory: the ωB97M-V functional and the def2-TZVPD basis.

Geometry as XYZ:
```
13
Properties=species:S:1:pos:R:3:forces:R:3
C -1.11512 1.32190 0.34362 2.4 -1.2 1.8
C 0.23600 -0.05794 0.11992 -2.2 1.6 -0.4
C 1.06940 -1.08007 0.79926 0.2 0.5 1.4
N -0.35421 -1.27041 0.59251 0.1 -0.7 -0.8
C 0.51484 0.23472 -1.24810 -1.6 0.4 -4.1
O -0.37630 0.22074 -2.08427 -1.3 -0.8 -0.2
H -1.99051 1.55826 -0.29639 1.2 -1.1 -0.5
H -1.38564 0.78523 1.23829 -0.6 0.7 0.5
H -0.51846 2.20620 0.52914 -0.2 0.2 0.3
H 1.75313 -1.70426 0.20594 -0.1 0.7 0.0
H 1.37885 -0.90403 1.81686 0.0 -0.3 0.2
H -0.54107 -1.92785 -0.16124 -0.1 0.0 0.1
H 1.32910 0.61751 -1.85556 2.1 0.1 1.7
```
Positions in Å, forces in eV/Å.

LUMO energy ... 0.6 eV



A single C7H10O molecule in a non-equilibrium geometry. Source: OMol25; level of theory: the ωB97M-V functional and the def2-TZVPD basis.

Geometry as XYZ:
```
18
Properties=species:S:1:pos:R:3:forces:R:3
C -0.20661 0.19848 0.29895 -1.6 -4.5 1.0
C -0.35215 1.49494 0.27174 0.1 -2.2 -0.2
C -0.28833 -1.19814 0.41207 1.5 2.1 1.3
C -0.29076 -2.00568 -0.82887 -1.6 -0.5 0.2
C 0.87217 2.29578 0.21096 1.0 0.0 2.9
C -0.31970 -1.96796 1.77662 -1.4 1.3 -0.8
C -0.36576 -1.16171 -1.99789 0.4 2.7 -4.4
O -0.45378 -3.22045 -0.98115 0.7 1.4 1.4
H -1.31905 1.93965 0.05640 0.0 0.0 0.3
H 0.78337 3.06475 0.99425 0.2 0.2 -0.4
H 1.81310 1.71145 0.48287 -1.3 0.7 -1.0
H 0.78290 2.72530 -0.72683 1.0 1.2 -1.9
H 0.30745 -1.43045 2.51460 -1.1 0.1 -0.1
H -1.47853 -2.02614 1.93502 2.3 -0.1 0.7
H 0.14119 -2.95672 1.76721 -0.4 0.0 -0.7
H -1.18159 -0.29198 -2.08745 1.2 -2.6 0.4
H 0.52512 -0.47279 -2.15053 -0.5 -1.1 0.4
H -0.34479 -1.88028 -2.87309 -0.5 1.2 0.7
```
Positions in Å, forces in eV/Å.

LUMO energy ... 0.2 eV



Relative energy (zero: lowest compared OMol25 entry of this formula, charge and spin), respectively: 37.39; 22.80; 0.00; 6.11; 124.11; 71.34 kcal per mole.